[1]
Density functional theory data (ωB97M-V/def2-TZVPD) for a molecular structure, C29H43N11O4Pb.

Geometry as XYZ:
```
88
Properties=species:S:1:pos:R:3:forces:R:3
Pb -0.56422 -0.08052 0.08623 -0.29 -0.29 -0.59
O -2.54757 0.14198 -1.74868 0.40 -0.15 -0.20
O -2.56187 0.31044 -3.88539 0.69 -0.58 0.24
O -1.48815 -0.96260 2.49143 0.18 0.16 0.06
O 0.46690 1.53001 -1.49826 -0.18 -0.06 0.08
N 1.45027 -1.47753 0.67576 0.26 0.07 0.11
N 1.30401 3.50069 -2.13062 -0.12 0.04 -0.01
N -1.26156 4.27843 1.79943 -0.24 -0.28 0.00
N 0.43261 -2.48759 -3.79246 -0.01 0.04 0.06
N -1.09989 -1.10054 -2.81522 0.12 -0.06 0.07
N -2.09563 -0.18862 -2.85927 -0.59 0.44 -0.47
N 5.38366 -3.67580 2.95722 0.05 0.14 0.00
N -0.44614 1.99651 1.35171 -0.03 0.40 0.31
N 0.75684 -3.02355 -2.55576 0.00 0.04 0.19
N -0.79802 -1.21264 -5.20312 -0.10 0.07 0.21
N 4.10207 -5.47080 2.64643 -0.15 0.00 -0.06
C 6.86818 -7.27023 4.31651 0.00 -0.01 -0.01
C 0.47919 5.15031 -3.82389 -0.10 -0.01 0.10
C 2.06323 -3.69513 1.31004 0.08 -0.11 0.07
C 6.02581 -4.78108 3.46953 0.01 -0.09 0.01
C 4.25136 -4.11571 2.47983 0.13 -0.19 0.09
C 1.19262 -2.78694 0.74557 -0.07 0.03 -0.09
C -1.59947 3.80618 -3.09658 0.01 0.12 0.07
C -1.41678 -1.78295 4.74047 -0.04 0.06 -0.05
C -2.16626 -0.00444 3.33030 -0.05 -0.08 -0.01
C -2.58652 -0.79831 4.55116 0.06 -0.08 -0.02
C 7.67783 -6.13103 4.50781 0.04 0.02 0.04
C -0.53240 -1.56540 -3.94833 -0.39 0.41 0.24
C 3.54382 -1.87497 1.75766 0.12 0.03 0.08
C -0.82862 3.07643 1.56321 0.08 0.24 -0.04
C -0.51678 6.27713 3.00346 -0.13 -0.01 0.01
C 3.27270 -3.24281 1.84494 -0.15 -0.01 -0.09
C 2.61982 -1.03993 1.17573 -0.13 0.06 -0.08
C -1.03695 5.12296 -3.63407 0.06 -0.10 -0.05
C -2.69053 4.50176 2.14357 0.12 0.09 0.12
C -1.97926 6.59330 3.32572 0.05 -0.14 0.03
C 5.63769 -7.19366 3.70425 -0.09 0.01 -0.02
C 7.27580 -4.88354 4.09375 -0.02 0.05 -0.02
C 0.27329 2.74068 -1.76095 0.30 0.06 0.08
C -1.08207 3.39327 -1.70214 -0.02 0.01 -0.16
C -2.79037 5.29967 3.43580 0.07 0.08 -0.08
C 1.24259 4.91371 -2.52391 -0.15 -0.09 -0.11
C -0.71659 -1.81423 3.37301 -0.07 0.07 0.06
C -0.41507 5.48518 1.70776 0.05 -0.01 0.10
C 5.23348 -5.92490 3.28546 0.12 0.08 0.02
H 7.22856 -8.23228 4.65907 -0.02 0.05 -0.01
H -3.00227 0.40126 2.75961 0.04 -0.01 -0.02
H 0.76816 6.12700 -4.21663 0.01 -0.03 -0.01
H -1.32763 5.94243 -2.96653 0.01 -0.04 0.00
H -3.18601 3.53669 2.22038 0.03 -0.06 -0.03
H -1.51344 5.32551 -4.59478 -0.02 0.04 0.03
H -1.03037 4.28083 -1.06106 0.00 -0.05 0.00
H -0.73082 -1.43262 5.50955 0.00 -0.02 0.00
H 0.87032 -2.84843 -4.62226 0.09 -0.12 -0.12
H 1.78583 -4.74208 1.33602 0.00 0.07 -0.01
H -2.41386 4.69673 4.26700 -0.04 0.00 -0.01
H -3.84262 5.51227 3.63006 0.02 0.00 0.01
H -2.68347 3.90008 -3.02608 0.00 -0.05 -0.02
H -1.77386 2.68472 -1.25270 -0.01 -0.06 0.02
H 0.77497 5.48698 -1.72013 0.07 0.03 0.06
H 0.60834 5.18476 1.49502 0.02 -0.08 -0.02
H 0.30743 -1.43604 3.44216 -0.01 0.03 -0.04
H 1.74495 -2.91100 -2.38239 0.13 0.03 0.02
H -1.55615 -0.57515 -5.36178 -0.20 0.23 -0.06
H -2.73673 -0.15852 5.41869 -0.03 -0.03 0.00
H -1.76813 -2.77083 5.02784 0.00 0.01 0.04
H 0.06739 7.19251 2.90544 0.01 -0.01 -0.01
H -0.34250 -1.66180 -5.97992 -0.06 0.00 0.02
H -3.14504 5.06121 1.32144 0.01 -0.04 -0.04
H 3.31836 -6.03677 2.37751 -0.03 -0.01 -0.01
H -3.51424 -1.33089 4.34885 -0.01 0.00 0.01
H 8.63730 -6.25047 4.99565 -0.05 0.01 -0.03
H 5.01879 -8.07097 3.56036 0.05 0.03 0.01
H 2.80529 0.02631 1.09203 0.01 -0.07 0.04
H -0.69497 -2.80496 2.92743 -0.03 -0.04 -0.05
H 2.26860 5.25884 -2.61088 0.07 -0.04 0.01
H 4.47496 -1.49579 2.15881 -0.05 -0.01 -0.04
H -0.78415 6.08868 0.87379 0.00 -0.02 -0.07
H -0.08023 5.68970 3.81618 0.03 0.04 -0.02
H -1.47654 0.80240 3.59743 0.03 0.00 -0.03
H 2.18539 3.02010 -2.22836 0.03 -0.04 0.04
H -1.40556 2.99999 -3.80553 -0.02 -0.09 -0.03
H -2.40283 7.22301 2.53592 0.01 0.02 0.04
H 0.24772 -3.11694 0.31834 0.07 0.02 0.07
H 0.78443 4.40120 -4.56011 0.03 0.04 0.00
H -2.04177 7.15599 4.25648 -0.02 0.01 -0.02
H 7.89087 -4.00341 4.23505 -0.02 -0.06 0.00
H 0.51497 -4.00429 -2.53102 -0.03 -0.12 -0.01
```
Positions in Å, forces in eV/Å.

Results
HOMO-LUMO gap: 7.33 eV
Max |F|: 0.018 hartree/bohr
E: -60585.79602 eV
Energy above the lowest of the compared OMol25 structures with the same formula, charge and spin: 0.3921 eV
HOMO level: -12.16 eV
Total charge: +2

Löwdin population analysis, charges in e, atoms 1 to 6: number 1, Pb, carries 1.589; number 2, O, carries -0.130; number 3, O, carries 0.055; number 4, O, carries -0.315; number 5, O, carries -0.171; number 6, N, carries -0.106

***

[2]
Density functional theory data (ωB97M-V/def2-TZVPD) for a molecular structure, C5H24O7.

Geometry as XYZ:
```
36
Properties=species:S:1:pos:R:3:forces:R:3
O -0.00735 0.01672 4.13935 2.02 0.56 1.21
O 0.69901 -0.80551 -2.32931 0.85 1.96 -0.09
O 0.33674 2.34819 1.28115 2.76 2.66 0.73
O -0.58056 0.37645 1.60350 3.67 0.87 -5.22
O -0.76700 -2.41749 -3.04155 -1.79 -1.37 -0.32
O -1.86998 -0.53226 2.81922 -6.52 -3.95 3.96
O -0.15694 2.06869 -2.99633 0.31 0.00 -1.50
C 1.49130 2.11059 2.15367 0.92 0.03 -0.03
C -1.51363 -2.15990 -1.86310 -0.17 -1.59 -0.45
C -0.53824 -0.44634 0.46186 1.44 1.09 -0.90
C 1.37191 -1.71907 -1.52418 1.37 -1.11 1.37
C 0.43785 1.89830 -1.75631 -0.40 0.53 1.44
H 0.77920 2.85780 -1.36781 -0.01 0.10 -0.24
H 2.42394 2.28639 1.61759 -0.06 0.65 -0.02
H -0.74463 0.25291 3.57643 -0.56 -0.10 0.44
H 1.81348 -1.22910 -0.65639 0.66 0.14 -0.41
H 1.27237 1.19724 -1.74191 -0.03 0.21 0.05
H 1.58682 1.05736 2.41765 -0.76 -0.09 -0.10
H -1.24114 -0.30970 2.13274 -0.75 -0.90 1.43
H -0.83577 -2.06791 -1.01449 -0.89 0.35 -0.36
H -0.32434 1.17255 -3.29720 -0.39 0.06 -0.34
H -0.04779 -1.78767 -2.95392 -0.62 -0.24 -0.67
H -0.65702 -1.51211 0.65713 -0.21 0.30 0.70
H -1.25161 -0.10402 -0.28781 -0.08 -0.23 0.08
H -2.22063 -1.33539 -1.95491 0.11 0.18 0.07
H -2.05774 -3.08000 -1.64991 -0.41 0.08 -0.03
H 0.01051 1.12331 1.48339 -0.93 -0.22 -0.31
H -2.72121 -0.50736 2.38216 -0.47 -0.03 0.28
H 0.27675 3.29383 1.12695 -0.17 0.04 -0.09
H 0.47225 -0.27835 0.08933 -0.36 -0.34 -0.49
H -0.37464 1.55411 -1.11639 0.55 -0.10 0.58
H 0.64627 -2.37978 -1.04982 0.43 -0.11 -0.47
H 1.43672 2.62436 3.11345 -0.13 0.30 -0.30
H -0.36901 -0.62294 4.75274 -0.16 -0.05 -0.04
H 2.08671 -2.35152 -2.05064 0.07 0.26 -0.09
H 1.13740 -0.59240 -3.15635 0.75 0.03 0.13
```
Positions in Å, forces in eV/Å.

Results
HOMO-LUMO gap: 9.76 eV
Max |F|: 0.167 hartree/bohr
E: -19898.93267 eV
Energy above the lowest of the compared OMol25 structures with the same formula, charge and spin: 7.5812 eV
HOMO level: -9.56 eV

natural (NBO) population analysis, charges in e, atoms 1 to 6: number 1, O, carries -0.991; number 2, O, carries -0.722; number 3, O, carries -0.741; number 4, O, carries -0.723; number 5, O, carries -0.757; number 6, O, carries -1.002

***

[3]
Density functional theory data (ωB97M-V/def2-TZVPD) for a molecular structure, C2H5O.

Geometry as XYZ:
```
8
Properties=species:S:1:pos:R:3:forces:R:3
O -0.45953 -1.07790 -0.27998 -1.40 0.16 0.21
C -2.42970 0.27018 0.24096 1.36 -0.83 -0.47
C -1.60031 -0.85232 0.24685 -0.05 -0.60 1.34
H -2.05469 -1.70122 0.97439 0.71 0.98 -1.16
H -3.14971 0.39863 1.01547 -0.65 -0.16 0.35
H -2.03296 1.15661 -0.22135 0.02 0.45 -0.27
H 5.94479 1.28335 -0.99449 -0.24 -1.18 0.02
H 5.78210 0.52268 -0.98184 0.24 1.18 -0.02
```
Positions in Å, forces in eV/Å.

Results
HOMO-LUMO gap: 6.41 eV
Max |F|: 0.033 hartree/bohr
E: -4201.12143 eV
Energy above the lowest of the compared OMol25 structures with the same formula, charge and spin: 0.6736 eV
HOMO level: -2.03 eV
Total charge: -1

natural (NBO) population analysis, charges in e, atoms 1 to 6: number 1, O, carries -0.801; number 2, C, carries -0.811; number 3, C, carries 0.280; number 4, H, carries 0.012; number 5, H, carries 0.163; number 6, H, carries 0.158

***

Q: What is the max |F| in the third record?
A: 0.033 hartree/bohr

***

Q: Look up the energy above the lowest of the compared OMol25 structures with the same formula, charge and spin of the second one.
A: 7.5812 eV